--- one ---
The following is a DFT calculation (ωB97M-V/def2-TZVPD) of 2 unconnected molecules or ions with the total composition C5H10N2O3S.

Computed properties:
E_LUMO, eV: -1.11
Orbital gap, eV: 9.0
E_HOMO, eV: -10.10

```
! RIJCOSX wB97M-V def2-TZVPD def2/J DEFGRID3
* xyz 0 1
C 0.800 0.928 1.894
C 1.245 1.639 0.676
C -0.355 0.126 0.282
C 0.431 -3.103 0.084
C 0.212 1.508 -1.645
N -0.059 0.011 1.630
N 0.443 1.010 -0.309
O -2.176 1.287 0.153
O -2.015 -0.209 -1.810
O -2.669 -1.115 0.395
S -2.040 -0.093 -0.376
H 1.051 1.143 3.000
H 0.832 2.749 0.777
H 2.264 1.664 0.407
H -0.448 -2.636 -0.348
H 1.107 -3.460 -0.675
H 1.023 -2.528 0.857
H -0.360 2.519 -1.480
H 1.151 1.708 -2.037
H -0.467 0.755 -2.145
H 0.030 -3.903 0.670
*
```

***

--- two ---
The following is a DFT calculation (ωB97M-V/def2-TZVPD) of 2 unconnected molecules or ions with the total composition C5H10N2O3S.

Computed properties:
E_LUMO, eV: 0.52
Orbital gap, eV: 9.9
E_HOMO, eV: -9.36

```
! RIJCOSX wB97M-V def2-TZVPD def2/J DEFGRID3
* xyz 0 1
C 1.896 1.791 -0.309
C -0.296 0.604 -0.220
C -1.366 -0.147 -0.817
C -1.816 -1.256 0.145
C -0.591 -1.832 0.765
H 1.494 2.374 0.964
H 2.806 0.997 0.012
H 2.104 2.639 -1.158
H -0.748 1.507 0.106
H -2.332 0.632 -0.679
H -1.077 -0.260 -1.801
H -2.419 -2.002 -0.447
H -2.477 -0.855 0.944
H -0.715 -2.438 1.682
H 0.189 -2.083 0.074
N 0.835 0.852 -0.924
N 1.407 -0.233 -1.581
O 2.444 -0.037 -2.035
O 1.410 -0.447 1.543
O -0.783 0.404 2.380
S 0.036 -0.212 1.357
*
```

***

Pick one: it beats the second-best structure by 0.1299 hartree.

***

--- one ---
The following is a DFT calculation (ωB97M-V/def2-TZVPD) of 2 unconnected molecules or ions with the total composition C5H15NO.

Computed properties:
E_LUMO (spin up / spin down), eV: -3.28 / -8.73
Orbital gap (spin up / spin down), eV: 11.6 / 6.2
E_HOMO (spin up / spin down), eV: -14.90 / -14.89

```
! RIJCOSX wB97M-V def2-TZVPD def2/J DEFGRID3
* xyz 1 2
C -0.906 2.002 -0.151
C 0.032 0.757 -0.098
C -0.470 -0.328 -1.117
C 0.508 -1.478 -1.330
C -1.892 -0.819 -0.842
N 0.059 0.205 1.209
H -1.541 2.030 0.728
H -1.473 2.079 -1.076
H -0.246 2.870 -0.132
H 1.044 1.046 -0.399
H -0.539 0.247 -2.043
H 1.381 -1.143 -1.876
H 0.991 -1.773 -0.383
H 0.018 -2.306 -1.834
H -2.574 -0.125 -0.368
H -1.800 -1.616 -0.070
H -2.295 -1.383 -1.677
H -0.857 -0.096 1.566
H 0.436 0.841 1.928
H 3.995 -0.723 3.027
H 2.991 -0.011 2.022
O 3.137 -0.275 2.916
*
```

***

--- two ---
The following is a DFT calculation (ωB97M-V/def2-TZVPD) of 2 unconnected molecules or ions with the total composition C5H15NO.

Computed properties:
E_LUMO (spin up / spin down), eV: -2.77 / -7.83
Orbital gap (spin up / spin down), eV: 11.8 / 6.7
E_HOMO (spin up / spin down), eV: -14.54 / -14.54

```
! RIJCOSX wB97M-V def2-TZVPD def2/J DEFGRID3
* xyz 1 2
C 2.396 1.380 1.088
C 0.900 1.338 1.181
N 0.360 0.601 -0.018
C -0.929 -0.155 0.258
C -0.554 -1.423 1.026
C 0.142 1.556 -1.126
H 2.960 0.668 0.503
H 2.750 2.332 0.672
H 2.763 1.491 2.114
H 0.332 2.271 1.166
H 0.468 0.846 2.059
H -1.417 -0.226 -0.717
H -1.620 0.566 0.718
H -0.382 -1.265 2.101
H 0.277 -1.893 0.516
H -1.401 -2.086 1.189
H -0.313 2.502 -0.853
H -0.426 1.138 -1.945
H 1.130 1.685 -1.588
H -2.384 -2.686 -1.196
H -1.101 -2.776 -2.208
O -2.052 -2.831 -2.089
*
```

***

Pick one: it beats the second-best structure by 0.0157 hartree.

***

--- one ---
The following is a DFT calculation (ωB97M-V/def2-TZVPD) of 2 unconnected molecules or ions with the total composition C4H5NS.

Computed properties:
E_LUMO (spin up / spin down), eV: -0.60 / -1.00
Orbital gap (spin up / spin down), eV: 7.7 / 7.1
E_HOMO (spin up / spin down), eV: -8.31 / -8.09

```
! RIJCOSX wB97M-V def2-TZVPD def2/J DEFGRID3
* xyz 0 1
C 3.613 0.578 -0.074
C -2.865 -0.783 0.255
C 0.910 0.186 -0.029
C 2.353 0.464 -0.147
N -1.858 -0.039 0.063
S -1.312 1.379 -0.335
H 4.669 0.551 -0.258
H -2.678 -1.887 0.227
H -3.893 -0.390 0.415
H 0.613 -0.229 -0.977
H 0.447 0.170 0.859
*
```

***

--- two ---
The following is a DFT calculation (ωB97M-V/def2-TZVPD) of C4H5NS in the gas phase.

Computed properties:
E_LUMO (spin up / spin down), eV: -0.43 / -0.43
Orbital gap (spin up / spin down), eV: 7.3 / 7.3
E_HOMO (spin up / spin down), eV: -7.70 / -7.70

```
! RIJCOSX wB97M-V def2-TZVPD def2/J DEFGRID3
* xyz 0 1
C 0.145 -0.512 -0.947
C 0.049 1.589 -0.695
C 1.065 0.532 -1.051
C -0.503 -0.974 0.233
N -0.553 -0.003 1.350
S -0.995 1.433 0.569
H 1.695 0.734 -0.189
H 1.543 0.574 -1.943
H -1.459 -1.421 -0.060
H 0.119 -1.769 0.516
H -1.105 -0.182 2.217
*
```

***

Pick one: it beats the second-best structure by 0.0385 hartree.